(1)
14
Properties=species:S:1:pos:R:3:mulliken_charge:R:1 method="wB97M-V/def2-TZVPD" e_homo_ha=-0.321 charge=0 e_above_lowest_kcal_mol=34.13 homo_lumo_gap_ev=9.04
C 0.8116 -0.8846 -1.1209 -0.0114
C -0.0206 -0.5569 -0.1572 -0.6502
C 0.9374 -0.1142 -2.3269 0.4100
C -0.0795 0.4903 -2.9250 0.0566
C -0.8400 0.7455 -0.1401 -0.4504
C -1.6675 0.6355 -1.3321 0.1553
F 2.0132 -0.2700 -2.9995 -0.2946
F -2.3254 1.7249 -1.7263 -0.2694
Cl -0.2984 1.4186 -4.2966 -0.1485
Br -2.6098 -0.9836 -1.6164 -0.0654
H 1.6771 -1.6121 -1.1296 0.3195
H 0.1045 -1.1024 0.7942 0.3385
H -1.2545 0.8611 0.7985 0.3636
H -0.1535 1.6367 -0.3297 0.2464

(2)
17
Properties=species:S:1:pos:R:3:mulliken_charge:R:1 method="wB97M-V/def2-TZVPD" e_homo_ha=-0.342 charge=0 e_above_lowest_kcal_mol=55.55 smiles=C#CC1(CC)CC1 homo_lumo_gap_ev=10.43
C -1.4367 2.3273 0.4253 0.2768
C -0.8956 1.2604 0.2726 -1.0020
C -0.4017 -0.0941 0.0953 0.8953
C 1.0132 -0.4296 0.5509 -0.6835
C 2.1110 0.4061 -0.1065 -1.1673
C -0.9343 -0.8541 -1.1008 -0.6972
C -1.4785 -1.1451 0.2627 -0.8194
H -1.9344 3.2624 0.5608 0.4450
H 1.1801 -1.4886 0.3142 0.3735
H 1.0839 -0.3406 1.6419 0.2899
H 2.0574 0.3510 -1.1998 0.3074
H 3.0987 0.0430 0.1991 0.3641
H 2.0370 1.4601 0.1815 0.3190
H -1.5623 -0.3264 -1.8110 0.2958
H -0.2567 -1.5822 -1.5397 0.2542
H -1.2077 -2.0726 0.7595 0.2350
H -2.4735 -0.7771 0.4941 0.3131

(3)
16
Properties=species:S:1:pos:R:3:mulliken_charge:R:1 method="wB97M-V/def2-TZVPD" e_homo_ha=-0.575 charge=+1 e_above_lowest_kcal_mol=67.22 smiles="C[N+](C)(C)C(=O)Cl" homo_lumo_gap_ev=10.54
C -0.7360 1.3346 -0.0611 -0.9142
N 0.0858 0.0565 -0.0259 -0.0893
C -0.3190 -0.8300 -1.1609 -0.8802
C -0.1930 -0.6875 1.2774 -0.9729
C 1.5281 0.4042 -0.0016 0.5570
O 2.0142 1.6730 0.2174 -0.4224
Cl 2.5959 -0.8206 -0.0098 -0.0060
H -1.7338 0.8755 0.0182 0.4645
H -0.5851 1.8789 0.8745 0.3381
H -0.4619 1.8420 -0.9793 0.3938
H 0.0675 -0.7322 -2.1626 0.4279
H -0.2566 -1.9010 -1.0205 0.3956
H -1.3317 -0.7200 -1.5048 0.4070
H 0.0340 0.0637 2.0212 0.4006
H -1.2192 -0.9569 1.3006 0.4162
H 0.5108 -1.4801 1.2173 0.4841

(4)
15
Properties=species:S:1:pos:R:3:mulliken_charge:R:1 method="wB97M-V/def2-TZVPD" e_homo_ha=-0.326 charge=0 e_above_lowest_kcal_mol=18.13 smiles="C=CSC(=S)CCCl" homo_lumo_gap_ev=8.27
C -3.5783 -0.5261 0.0077 -0.7003
C -2.3923 -0.0503 0.4518 -0.0529
S -0.9728 -0.7901 -0.2001 -0.0973
C 0.2634 0.4049 -0.2816 0.1880
S 0.0500 2.0640 -0.1815 -0.1851
C 1.6065 -0.1622 -0.6486 -0.7440
C 2.5969 0.1614 0.4880 -0.4607
Cl 4.2778 -0.3569 0.0091 -0.2208
H -4.5167 -0.1249 0.2770 0.2669
H -3.6478 -1.3733 -0.6556 0.2204
H -2.1804 0.7102 1.1486 0.3849
H 1.9349 0.3646 -1.5368 0.3380
H 1.5899 -1.2536 -0.8620 0.3899
H 2.3537 -0.3217 1.4146 0.3642
H 2.6155 1.2540 0.5693 0.3087

(5)
15
Properties=species:S:1:pos:R:3:mulliken_charge:R:1 method="wB97M-V/def2-TZVPD" e_homo_ha=-0.353 charge=0 e_above_lowest_kcal_mol=35.74 smiles="C[C@@]1(C(N)=O)CN1" homo_lumo_gap_ev=10.55
C -0.7104 1.3890 0.8235 -1.3985
C -0.0500 0.2702 0.0423 1.0407
C -0.9681 -0.8136 -0.4783 0.4102
N -0.3764 -1.7930 -1.2425 -0.4773
O -2.1245 -0.8648 -0.1047 -0.6081
C 1.3441 0.4910 -0.4251 -0.6848
N 1.0735 -0.4624 0.6380 -0.6107
H 0.0441 2.0461 1.2751 0.3930
H -1.3433 2.0105 0.1807 0.3177
H -1.3448 0.9819 1.6134 0.3243
H 0.6281 -1.8737 -1.1587 0.2643
H -0.8458 -2.6868 -1.1874 0.2558
H 1.6764 0.0510 -1.3639 0.2061
H 1.8027 1.4611 -0.2228 0.2997
H 1.1944 -0.2063 1.6104 0.2675

(6)
24
Properties=species:S:1:pos:R:3:mulliken_charge:R:1 method="wB97M-V/def2-TZVPD" e_homo_ha=-0.453 charge=+1 homo_lumo_gap_ev=7.85
N 1.0405 -0.5934 2.1056 -0.5939
P -0.1418 0.2402 1.6648 0.3511
N -1.5991 -0.6690 1.1778 -0.2036
C -2.8657 -0.4678 1.4106 0.4458
N -3.3511 0.7443 1.8307 -0.4534
N -3.7198 -1.5364 1.1486 -0.5023
H 1.1131 -1.5939 2.1485 0.2647
H 0.0309 1.0772 0.5553 0.1041
H -0.6835 1.0685 2.6605 0.0737
H -1.4028 -1.5336 0.6765 0.2962
H -2.8582 1.5405 1.4408 0.3039
H -3.5002 0.8692 2.8259 0.2754
H -4.0393 -2.0160 1.9888 0.2846
H -4.5577 -1.1769 0.6947 0.3228
C 3.0350 0.4711 -0.9993 -0.7730
C 2.0462 0.3153 -2.1260 0.8617
O 0.8653 0.1352 -1.8976 -0.5535
C 2.5772 0.3859 -3.5293 -1.1713
H 2.4965 0.3872 -0.0587 0.0605
H 3.8046 -0.3009 -1.0423 0.3255
H 3.5394 1.4371 -1.0579 0.3154
H 3.3320 -0.3883 -3.6797 0.3310
H 3.0686 1.3468 -3.6931 0.3253
H 1.7700 0.2578 -4.2452 0.3094

(7)
21
Properties=species:S:1:pos:R:3:mulliken_charge:R:1 method="wB97M-V/def2-TZVPD" e_homo_ha=-0.358 charge=0 e_above_lowest_kcal_mol=16.20 smiles="CCCNC(C)=O.O" homo_lumo_gap_ev=10.54
C -0.9833 2.5038 -1.8015 -1.2225
C -0.5379 2.0556 -0.4018 -0.6551
C 0.4062 0.8641 -0.3929 -0.5124
N -0.2794 -0.3325 0.1034 -0.0452
C 0.2565 -1.5732 0.2405 0.5339
C 1.6469 -1.8079 -0.2798 -0.9905
O -0.4777 -2.5060 0.5510 -0.7085
H -1.2883 1.6791 -2.4418 0.3298
H -1.7855 3.2356 -1.7352 0.3811
H -0.1087 2.9792 -2.2490 0.3142
H -0.1641 2.9618 0.0812 0.2972
H -1.3842 1.8320 0.2575 0.3874
H 0.8001 0.6922 -1.4004 0.3535
H 1.2755 1.0445 0.2384 0.3857
H -1.2806 -0.2376 0.1089 0.2463
H 1.5611 -2.4759 -1.0815 0.2572
H 2.2121 -2.3266 0.4982 0.2900
H 2.2122 -0.8991 -0.4568 0.3599
O -0.7609 -2.2351 3.6002 -0.6462
H -0.8406 -3.1514 3.8884 0.2986
H -0.4795 -2.3026 2.6729 0.3457

(8)
14
Properties=species:S:1:pos:R:3:mulliken_charge:R:1 method="wB97M-V/def2-TZVPD" e_homo_ha=-0.272 charge=0 e_above_lowest_kcal_mol=179.57 smiles="N/N=c1/ccn(N)o1" homo_lumo_gap_ev=7.67
N 0.6955 -0.7013 -2.6738 -0.2822
N 0.0874 -1.5699 -1.7585 -0.5485
C -0.3999 -0.9405 -0.7077 0.6167
C -1.0004 -1.1388 0.6465 -0.6412
C -0.7360 -0.1066 1.4169 -0.0457
N -0.3253 0.9833 0.7440 0.3450
N 0.2716 2.0237 1.2285 -0.6593
O 0.3017 0.2808 -0.4341 -0.4661
H 1.1396 -1.3054 -3.3453 0.2469
H 0.9093 0.1745 -2.3242 0.2627
H -1.3164 -2.1261 1.0654 0.3163
H -0.4813 -0.0003 2.5800 0.2987
H -0.4637 2.7255 1.8282 0.3165
H 1.3177 1.7010 1.7341 0.2402

(9)
37
Properties=species:S:1:pos:R:3:lowdin_spin:R:1 method="wB97M-V/def2-TZVPD" e_homo_ha="-0.749 / -0.755" charge=+3 spin_multiplicity=4 homo_lumo_gap_ev="7.44 / 5.17"
C 0.0619 0.3153 -2.5861 -0.0015
I -1.7315 -1.3588 -2.4731 0.4986
H 0.9155 0.0950 -1.9290 0.0065
H -0.4596 1.2676 -2.4506 0.0009
H 0.3519 0.1557 -3.6309 0.0058
Tc -0.1658 -0.1190 0.2398 0.6318
P -0.0676 2.4173 -0.0235 0.1099
C -1.5436 3.3699 -0.4888 0.0207
C 0.4469 3.2217 1.5316 0.0111
H 0.7233 4.2627 1.3049 0.0031
H 1.3208 3.9935 -1.1965 0.0035
H 1.3101 2.6830 1.9486 -0.0001
H 2.2277 2.5150 -0.7154 -0.0001
H -2.2923 3.2662 0.3121 -0.0001
H -0.3866 3.1836 2.2456 0.0003
C 1.2916 2.9004 -1.1388 0.0136
H -1.2606 4.4268 -0.6042 0.0054
H 1.1460 2.4577 -2.1274 -0.0004
H -1.9703 2.9866 -1.4258 0.0000
P 0.0255 -2.5100 0.4973 0.1204
C -1.4242 -3.5589 0.2070 0.0287
C 1.3840 -3.2057 -0.5009 0.0064
H 1.3348 -2.3451 2.5279 0.0004
H 0.8087 -4.0391 2.2110 0.0058
H -0.3533 -2.8116 2.8542 0.0007
C 0.5065 -2.9830 2.1946 0.0221
H 2.3139 -2.6881 -0.2304 0.0000
H 1.4774 -4.2775 -0.2861 0.0022
H -1.1309 -4.6163 0.2627 0.0022
H -1.8626 -3.3380 -0.7785 0.0099
H 1.1786 -3.0392 -1.5638 -0.0004
H -2.1719 -3.3287 0.9773 0.0004
C -2.2010 0.1818 0.5054 0.0419
O -3.3348 0.2954 0.7346 0.0234
O 2.7482 0.1630 1.0068 0.2377
N 1.6206 0.0398 0.6630 0.1553
O -0.8373 0.0209 1.9254 1.0337

| no. | F_max (hartree/bohr) |
| --- | --- |
| 1 | 0.0962 |
| 2 | 0.0085 |
| 3 | 0.1915 |
| 4 | 0.0477 |
| 5 | 0.0149 |
| 6 | 0.0176 |
| 7 | 0.0519 |
| 8 | 0.1068 |
| 9 | 0.1195 |